Entry from the OMol25 dataset: the molecule C6H8N2 at a distorted geometry (wB97M-V/def2-TZVPD).

The value obtained for the energy relative to the best compared isomer or geometry (same formula, charge and spin) is 405.99 kJ/mol. The lowest unoccupied orbital energy is 0.46 eV. The structure (SMILES) is C1=CC[C@H]2CN2N=C1. The gap between HOMO and LUMO is 0.3343 Eh. For the highest occupied orbital energy, the calculation gives -0.3173 Eh. For the calculated total energy, the calculation gives -9327.4998 eV.

Structure (ORCA input):
```
! RIJCOSX wB97M-V def2-TZVPD def2/J DEFGRID3
* xyz 0 1
C -0.643 0.142 1.626
C 0.297 1.184 1.474
C 1.077 1.297 0.350
C 1.153 0.701 -1.006
C -1.181 -1.750 -0.520
C -0.359 -0.893 0.445
H -1.676 0.415 1.774
H -0.299 -0.329 2.562
H 0.503 1.779 2.279
H 1.851 2.071 0.389
H 2.096 0.966 -1.693
H -2.310 -1.860 -0.555
H -0.750 -2.584 -0.908
H 0.631 -1.170 0.566
N 0.408 -0.063 -1.757
N -0.709 -0.418 -0.904
*
```

Here are the Löwdin charges for atoms 1 to 4, given in e:
1 C -0.151
2 C -0.110
3 C -0.067
4 C -0.195

=====

Entry from the OMol25 dataset: a structure of composition C6H8N2 at a distorted geometry (wB97M-V/def2-TZVPD).

The value obtained for the energy relative to the best compared isomer or geometry (same formula, charge and spin) is 649.24 kJ/mol. The lowest unoccupied orbital energy is 0.71 eV. The gap between HOMO and LUMO is 0.3109 Eh. For the highest occupied orbital energy, the calculation gives -0.2847 Eh. For the calculated total energy, the calculation gives -9324.9787 eV.

Structure (ORCA input):
```
! RIJCOSX wB97M-V def2-TZVPD def2/J DEFGRID3
* xyz 0 1
C 1.438 0.006 0.072
C 0.861 -1.142 -0.936
C -1.869 -0.196 -0.793
C -2.048 0.789 0.234
C -0.942 1.100 0.975
C 0.098 0.475 0.078
H 1.661 -1.199 1.468
H 2.287 0.236 2.260
H 2.206 0.590 -0.632
H 0.485 -2.268 -0.480
H 1.321 -1.390 -2.017
H -2.822 -0.516 -1.474
H -2.946 1.572 0.081
H -1.134 1.735 1.674
N 2.377 -0.461 1.132
N -0.417 -0.247 -0.941
*
```

Here are the Löwdin charges for atoms 1 to 4, given in e:
1 C -0.389
2 C -0.033
3 C -0.082
4 C -0.195

=====

Entry from the OMol25 dataset: the ion C6H8N2 with charge +2 at a distorted geometry (wB97M-V/def2-TZVPD).

The value obtained for the energy relative to the best compared isomer or geometry (same formula, charge and spin) is 394.57 kJ/mol. The lowest unoccupied orbital energy is -11.53 eV. The gap between HOMO and LUMO is 0.3243 Eh. For the highest occupied orbital energy, the calculation gives -0.7481 Eh. For the calculated total energy, the calculation gives -9304.1910 eV.

Structure (ORCA input):
```
! RIJCOSX wB97M-V def2-TZVPD def2/J DEFGRID3
* xyz 2 1
C -1.631 1.074 -2.129
C -2.332 1.450 -3.133
C -0.312 0.620 -1.720
C -1.993 0.222 0.266
C -1.424 -0.412 1.369
C 1.775 0.166 -0.719
N -1.395 0.385 -0.875
N 0.963 0.576 -1.872
H -3.097 0.313 0.288
H -2.121 -1.391 1.664
H -0.423 -0.874 1.154
H -1.263 0.109 2.269
H 2.408 1.203 -0.469
H 2.518 -0.505 -1.114
H 1.274 -0.299 0.147
H 1.320 1.165 -2.632
*
```

Here are the Löwdin charges for atoms 1 to 4, given in e:
1 C -0.127
2 C 0.470
3 C -0.034
4 C 0.039

=====

Entry from the OMol25 dataset: a cluster of 2 separate species, C6H8N2O in total at a distorted geometry (wB97M-V/def2-TZVPD).

The value obtained for the energy relative to the best compared isomer or geometry (same formula, charge and spin) is 488.17 kJ/mol. The lowest unoccupied orbital energy is -0.02 eV. The gap between HOMO and LUMO is 0.3152 Eh. For the highest occupied orbital energy, the calculation gives -0.3161 Eh. For the calculated total energy, the calculation gives -11374.2873 eV.

Structure (ORCA input):
```
! RIJCOSX wB97M-V def2-TZVPD def2/J DEFGRID3
* xyz 0 1
C -3.033 0.519 0.003
C -1.596 0.112 0.062
C 1.122 -0.664 0.029
C 0.841 0.767 -0.059
C 1.968 1.736 -0.042
C -0.534 0.995 0.044
H -3.040 1.611 -0.222
H -3.235 0.070 0.901
H -3.573 0.144 -1.010
H 0.138 -2.659 0.057
H 2.353 1.630 1.407
H 1.725 2.825 -0.391
H 2.830 1.069 -0.549
H -0.378 1.937 0.004
N -1.215 -1.175 0.018
N 0.086 -1.486 -0.020
O 2.309 -1.098 -0.049
*
```

Here are the Löwdin charges for atoms 1 to 4, given in e:
1 C -0.028
2 C -0.326
3 C -0.477
4 C -0.239

=====

Entry from the OMol25 dataset: the molecule C6H8N2O at a distorted geometry (wB97M-V/def2-TZVPD).

The value obtained for the energy relative to the best compared isomer or geometry (same formula, charge and spin) is 216.80 kJ/mol. The lowest unoccupied orbital energy is 0.78 eV. The structure (SMILES) is CC(=O)c1nccn1C. The gap between HOMO and LUMO is 0.3647 Eh. For the highest occupied orbital energy, the calculation gives -0.3360 Eh. For the calculated total energy, the calculation gives -11377.0999 eV.

Structure (ORCA input):
```
! RIJCOSX wB97M-V def2-TZVPD def2/J DEFGRID3
* xyz 0 1
C -1.417 -2.146 0.162
C -1.139 -0.896 -0.649
C -0.510 0.179 0.145
C -0.107 1.663 1.682
C 0.996 1.665 0.840
C 1.553 0.383 -1.303
H -2.024 -2.974 -0.336
H -0.389 -2.577 0.412
H -1.898 -1.814 0.964
H -0.294 2.350 2.772
H 1.926 2.316 0.736
H 2.005 1.318 -1.660
H 0.942 0.123 -2.084
H 2.252 -0.168 -1.046
N -1.021 0.681 1.272
N 0.654 0.724 -0.150
O -1.529 -0.827 -1.759
*
```

Here are the Löwdin charges for atoms 1 to 4, given in e:
1 C -0.002
2 C -0.408
3 C -0.312
4 C -0.159

=====

Entry from the OMol25 dataset: a structure of composition C6H8N2O at a distorted geometry (wB97M-V/def2-TZVPD).

The value obtained for the energy relative to the best compared isomer or geometry (same formula, charge and spin) is 524.98 kJ/mol. The lowest unoccupied orbital energy is 0.27 eV. The gap between HOMO and LUMO is 0.3433 Eh. For the highest occupied orbital energy, the calculation gives -0.3333 Eh. For the calculated total energy, the calculation gives -11373.9058 eV.

Structure (ORCA input):
```
! RIJCOSX wB97M-V def2-TZVPD def2/J DEFGRID3
* xyz 0 1
C -2.304 -0.884 -0.013
C -0.993 -0.205 -0.019
C 0.168 -0.782 0.088
C 1.400 0.052 -0.002
C 2.682 -0.602 0.002
C 0.037 2.037 0.106
H -3.315 -0.482 -1.027
H -2.994 -0.582 0.972
H -2.528 -2.049 0.053
H 0.699 -1.983 0.068
H 3.078 -1.031 0.950
H 3.323 0.465 -0.667
H 2.745 -1.476 -0.527
H -2.140 1.782 -0.003
N 1.271 1.356 0.002
N -1.036 1.109 0.005
O -0.093 3.273 0.012
*
```

Here are the Löwdin charges for atoms 1 to 4, given in e:
1 C -0.094
2 C -0.475
3 C -0.007
4 C -0.386

=====

Entry from the OMol25 dataset: the molecule C6H8N2O2 at a distorted geometry (wB97M-V/def2-TZVPD).

The value obtained for the energy relative to the best compared isomer or geometry (same formula, charge and spin) is 218.92 kJ/mol. The lowest unoccupied orbital energy is 0.56 eV. The structure (SMILES) is [H]/N=C(/O)CCc1cnoc1. The gap between HOMO and LUMO is 0.3848 Eh. For the highest occupied orbital energy, the calculation gives -0.3642 Eh. For the calculated total energy, the calculation gives -13425.1044 eV.

Structure (ORCA input):
```
! RIJCOSX wB97M-V def2-TZVPD def2/J DEFGRID3
* xyz 0 1
N -3.240 -0.961 0.414
C -2.673 0.109 0.018
C -1.209 0.386 -0.190
C -0.266 -0.656 0.405
C 1.169 -0.299 0.187
C 2.068 -0.854 -0.671
O 3.244 -0.224 -0.587
N 3.159 0.774 0.348
C 1.937 0.732 0.808
H -1.035 0.477 -1.273
H -1.007 1.384 0.229
H -0.454 -0.757 1.485
H -0.457 -1.637 -0.052
H 2.009 -1.679 -1.376
H 1.623 1.452 1.562
O -3.434 1.035 -0.582
H -2.574 -1.627 0.797
H -3.987 0.542 -1.242
*
```

Here are the Löwdin charges for atoms 1 to 4, given in e:
1 N 0.158
2 C -0.511
3 C -0.122
4 C -0.164

=====

Entry from the OMol25 dataset: the molecule C6H8N2O2 at a distorted geometry (wB97M-V/def2-TZVPD).

The value obtained for the energy relative to the best compared isomer or geometry (same formula, charge and spin) is 550.37 kJ/mol. The lowest unoccupied orbital energy is 0.62 eV. The structure (SMILES) is C[C@H]1CCc2no[n+]([O-])c21. The gap between HOMO and LUMO is 0.3532 Eh. For the highest occupied orbital energy, the calculation gives -0.3305 Eh. For the calculated total energy, the calculation gives -13421.6691 eV.

Structure (ORCA input):
```
! RIJCOSX wB97M-V def2-TZVPD def2/J DEFGRID3
* xyz 0 1
C -1.902 1.257 -0.093
C -1.807 -0.100 0.326
C -0.532 1.855 0.159
C 0.377 0.597 0.570
C -0.459 -0.708 0.491
C -0.004 -1.556 -0.767
N -3.135 1.557 -0.385
N -3.006 -0.633 0.206
O -3.494 -1.761 0.266
O -3.859 0.439 -0.259
H -0.193 2.270 -0.817
H -0.721 2.677 0.848
H 1.341 0.625 0.041
H 0.576 0.855 1.540
H -0.526 -1.172 1.486
H 0.134 -0.900 -1.561
H -0.565 -2.473 -0.839
H 0.938 -1.826 -0.403
*
```

Here are the Löwdin charges for atoms 1 to 4, given in e:
1 C -0.214
2 C -0.152
3 C -0.066
4 C -0.110

=====

Entry from the OMol25 dataset: a cluster of 2 separate species, C6H8N2O2S in total at a distorted geometry (wB97M-V/def2-TZVPD).

The value obtained for the energy relative to the best compared isomer or geometry (same formula, charge and spin) is 234.41 kJ/mol. The lowest unoccupied orbital energy is 0.41 eV. The gap between HOMO and LUMO is 0.2898 Eh. For the highest occupied orbital energy, the calculation gives -0.2746 Eh. For the calculated total energy, the calculation gives -24260.3438 eV.

Structure (ORCA input):
```
! RIJCOSX wB97M-V def2-TZVPD def2/J DEFGRID3
* xyz 0 1
C -0.037 -0.475 2.093
C 0.627 0.577 -1.905
C 1.306 -0.446 2.408
C 0.948 -1.814 0.444
C -0.149 2.982 -1.760
C -1.442 -1.628 0.183
N 0.111 1.629 -2.057
N -0.205 -1.282 0.854
O -1.028 0.109 2.503
O 0.837 -0.559 -1.984
S 2.281 -1.293 1.313
H 1.630 0.137 3.241
H 1.117 -2.585 -0.297
H -0.900 3.302 -2.498
H -0.681 3.079 -0.741
H 0.853 3.636 -1.736
H -2.273 -1.957 0.868
H -1.802 -0.878 -0.556
H -1.192 -2.533 -0.373
*
```

Here are the Löwdin charges for atoms 1 to 4, given in e:
1 C -0.567
2 C -0.342
3 C -0.377
4 C -0.447

=====

Entry from the OMol25 dataset: the molecule C6H8N2O3 at a distorted geometry (wB97M-V/def2-TZVPD).

The value obtained for the energy relative to the best compared isomer or geometry (same formula, charge and spin) is 515.85 kJ/mol. The lowest unoccupied orbital energy is -0.09 eV. The structure (SMILES) is CCc1[nH]cc([N+](=O)[O-])c1O. The gap between HOMO and LUMO is 0.3151 Eh. For the highest occupied orbital energy, the calculation gives -0.3184 Eh. For the calculated total energy, the calculation gives -15469.5887 eV.

Structure (ORCA input):
```
! RIJCOSX wB97M-V def2-TZVPD def2/J DEFGRID3
* xyz 0 1
C -2.407 1.610 -0.440
C -2.990 0.370 -0.190
C -1.647 -0.693 -0.149
C -0.606 0.120 -0.333
C 1.275 -1.154 0.587
C 0.792 -0.264 -0.563
N -1.036 1.461 -0.542
N -4.253 0.010 0.100
O -5.103 0.809 -0.129
O -4.498 -1.092 0.552
O -1.765 -1.972 0.039
H -2.887 2.646 -0.572
H 1.121 -0.435 1.414
H 2.414 -1.466 0.450
H 0.568 -2.016 0.824
H 0.965 -0.919 -1.496
H 1.432 0.712 -0.737
H -0.393 2.152 -0.925
H -2.600 -2.228 0.563
*
```

Here are the Löwdin charges for atoms 1 to 4, given in e:
1 C -0.011
2 C -0.052
3 C -0.185
4 C -0.268

=====

Entry from the OMol25 dataset: a cluster of 2 separate species, C6H8N2OS in total at a distorted geometry (wB97M-V/def2-TZVPD).

The value obtained for the energy relative to the best compared isomer or geometry (same formula, charge and spin) is 650.67 kJ/mol. The lowest unoccupied orbital energy (spin up / spin down) is 0.34 / -3.61 eV. The gap between HOMO and LUMO (spin up / spin down) is 0.2211 / 0.2192 Eh. As for the expectation value of S²: 2.02. For the highest occupied orbital energy (spin up / spin down), the calculation gives -0.2084 / -0.3517 Eh. For the calculated total energy, the calculation gives -22204.9252 eV.

Structure (ORCA input):
```
! RIJCOSX wB97M-V def2-TZVPD def2/J DEFGRID3
* xyz 0 3
C -0.907 -1.982 1.482
C 0.123 0.161 2.307
C 0.251 1.632 -0.548
C 0.079 0.404 -1.013
C -1.379 0.079 -1.279
C 1.120 -0.691 -1.183
N -0.568 -3.030 1.133
N 1.091 0.768 2.483
O 2.062 1.394 2.619
S -1.412 -0.567 2.289
H 1.233 1.986 -0.173
H -0.621 2.327 -0.476
H -1.374 -0.094 -2.376
H -2.033 1.073 -1.359
H -1.902 -0.623 -0.687
H 0.913 -1.457 -0.387
H 2.144 -0.442 -0.642
H 1.180 -0.938 -2.191
*
```

Here are the Löwdin charges for atoms 1 to 4, given in e:
1 C -0.625
2 C -0.390
3 C -0.012
4 C -0.443

=====

Entry from the OMol25 dataset: the molecule C6H8N2S at a distorted geometry (wB97M-V/def2-TZVPD).

The value obtained for the energy relative to the best compared isomer or geometry (same formula, charge and spin) is 476.92 kJ/mol. The lowest unoccupied orbital energy (spin up / spin down) is -0.66 / -0.63 eV. The gap between HOMO and LUMO (spin up / spin down) is 0.2892 / 0.2898 Eh. For the highest occupied orbital energy (spin up / spin down), the calculation gives -0.3136 / -0.3129 Eh. For the calculated total energy, the calculation gives -20162.0982 eV.

Structure (ORCA input):
```
! RIJCOSX wB97M-V def2-TZVPD def2/J DEFGRID3
* xyz 0 1
C -1.294 -1.172 0.762
C 1.264 -0.481 1.268
C 0.986 0.541 2.021
C -0.650 0.978 -0.083
C -0.634 -0.444 -0.271
C -0.126 -1.098 -1.616
N -1.781 -1.739 1.626
N 0.296 1.690 -0.871
S -0.458 1.520 1.731
H 1.926 -1.260 1.299
H 1.564 0.761 2.864
H -1.762 1.312 -0.067
H -0.881 -1.886 -1.724
H 0.917 -1.331 -1.676
H -0.315 -0.315 -2.436
H -0.002 2.011 -1.771
H 0.949 0.914 -1.056
*
```

Here are the Löwdin charges for atoms 1 to 4, given in e:
1 C -0.299
2 C 0.058
3 C -0.495
4 C -0.670